18
Properties=species:S:1:pos:R:3 method="wB97M-V/def2-TZVPD" e_tot_ha=-364.19643 lumo_energy_ev=0.39 de_lowest_kj_mol=188.4 total_charge=0 multiplicity=1 smiles="CCC(=O)NC.O"
C 0.875 0.520 1.159
C -0.415 1.080 1.785
C 1.135 0.771 -0.327
N 0.161 0.057 -0.986
C -0.741 0.523 -1.998
O 1.756 1.710 -0.774
H 0.921 -0.569 1.447
H 1.659 0.903 1.767
H -0.285 0.981 2.943
H -0.410 2.201 1.586
H -1.365 0.529 1.472
H -0.395 -0.669 -0.617
H -0.782 1.643 -1.820
H -1.632 0.006 -1.910
H -0.355 0.301 -2.996
H 0.179 -4.122 -0.439
H -0.370 -2.585 -0.400
O 0.064 -3.277 0.109

=====

44
Properties=species:S:1:pos:R:3 method="wB97M-V/def2-TZVPD" e_tot_ha=-2303.77450 lumo_energy_ev="6.30 / 6.28" de_lowest_kj_mol=61.5 total_charge=-3 multiplicity=2
Ag -0.522 -0.229 -0.179
O -5.285 2.081 -0.532
C -4.202 2.520 0.132
C -3.141 1.477 0.582
O -2.638 0.615 -0.358
H -4.491 3.112 1.052
H -3.617 3.244 -0.523
H -3.527 0.898 1.459
H -2.304 2.079 1.044
O -0.253 -2.004 -1.869
C 0.885 -2.246 -2.444
C 0.918 -2.885 -3.938
O -0.106 -3.555 -4.369
H 1.429 -3.014 -1.847
H 1.564 -1.356 -2.435
H 1.874 -3.462 -4.070
H 1.104 -1.979 -4.581
N -0.517 -1.394 1.800
S -0.622 -2.909 2.245
O -1.879 -3.367 2.738
O 0.568 -3.478 2.836
F -0.597 -3.561 0.788
S -0.351 -0.745 3.339
O 1.009 -0.652 3.790
O -1.392 -0.969 4.281
F -0.655 0.723 2.838
C 2.712 -0.978 1.061
O 1.949 -0.297 0.076
H 2.067 -1.565 1.707
H 3.449 -1.679 0.644
H 3.271 -0.286 1.706
H 2.616 -0.044 -0.568
C 0.882 1.915 -2.478
O -0.243 1.179 -2.042
H 0.596 2.943 -2.738
H 1.626 1.932 -1.684
H 1.318 1.427 -3.360
H -0.785 0.970 -2.809
C 1.479 2.515 1.684
O 0.414 2.264 0.802
H 1.645 1.608 2.263
H 2.399 2.755 1.128
H 1.263 3.311 2.408
H 0.091 3.084 0.419

=====

55
Properties=species:S:1:pos:R:3 method="wB97M-V/def2-TZVPD" e_tot_ha=-4089.77232 lumo_energy_ev=0.29 total_charge=0 multiplicity=1 smiles="Cc1cccc(C[C@@]2(C)CCS(=O)(=O)O[C@H]2Br)c1.CC(C)=O.CC(C)=O"
C 3.199 0.273 -1.401
C 2.182 0.998 -2.243
C 2.439 2.163 -2.931
C 1.457 2.751 -3.671
C 0.188 2.242 -3.740
C -0.087 1.090 -3.037
C -1.470 0.455 -3.002
C -2.150 0.583 -1.615
C -1.795 -0.598 -0.666
C -1.778 1.861 -0.843
C -2.237 3.174 -1.516
S -3.870 3.097 -2.261
O -4.807 3.505 -1.269
O -3.867 3.863 -3.458
O -4.121 1.571 -2.709
C -3.690 0.630 -1.728
Br -4.499 -1.084 -2.138
C 0.908 0.489 -2.309
H 3.299 -0.766 -1.717
H 4.180 0.751 -1.401
H 2.859 0.273 -0.359
H 3.422 2.619 -2.891
H 1.650 3.665 -4.223
H -0.592 2.716 -4.325
H -2.099 0.832 -3.812
H -1.305 -0.601 -3.237
H -2.609 -0.656 0.064
H -0.910 -0.311 -0.096
H -1.652 -1.534 -1.198
H -0.725 1.899 -0.565
H -2.329 1.793 0.105
H -2.320 3.916 -0.722
H -1.549 3.552 -2.270
H -4.071 0.942 -0.751
H 0.687 -0.427 -1.768
C 0.717 -3.906 2.474
C -0.386 -3.573 1.503
O -0.149 -3.212 0.372
C -1.805 -3.706 2.002
H 1.680 -3.768 1.987
H 0.666 -3.246 3.341
H 0.631 -4.945 2.796
H -1.967 -3.039 2.851
H -2.000 -4.736 2.304
H -2.496 -3.435 1.205
C 3.826 -0.791 6.081
C 3.110 -1.404 4.903
O 2.708 -2.544 4.930
C 2.918 -0.530 3.685
H 3.896 -1.524 6.882
H 4.834 -0.489 5.790
H 3.274 0.078 6.443
H 3.887 -0.217 3.293
H 2.327 0.350 3.947
H 2.392 -1.092 2.916

=====

109
Properties=species:S:1:pos:R:3 method="wB97M-V/def2-TZVPD" e_tot_ha=-3618.14484 lumo_energy_ev=-2.40 total_charge=0 multiplicity=1 smiles="O=C1C=C(C(F)(F)C(F)(F)C(F)(F)C(F)(F)F)C(=O)c2c1ccc(-c1ccccn1)c2S.COCCOCCOC.COCCOCCOC.COCCOCCOC"
O -0.123 -1.285 1.423
C -0.315 -0.155 0.718
C 0.950 0.765 0.126
C 0.863 1.521 -1.187
C 2.168 2.390 -1.666
F 2.678 1.710 -2.916
F 3.320 2.287 -0.693
C 1.853 3.940 -2.097
F 0.874 4.001 -3.247
F 3.141 4.474 -2.681
C 1.473 4.946 -0.861
F 2.494 4.951 0.236
F 1.426 6.374 -1.353
C 0.024 4.667 -0.150
F -0.375 5.973 0.499
F 0.116 3.694 1.002
F -1.080 4.327 -1.076
C -0.548 1.357 -2.045
O -0.532 1.286 -3.379
C -1.932 1.253 -1.113
C -1.828 0.458 0.354
C -3.128 0.335 1.368
C -4.551 1.050 0.859
C -4.672 1.839 -0.584
C -6.154 2.540 -0.931
C -7.429 1.589 -0.593
C -8.928 2.261 -0.913
C -8.765 3.794 -1.535
C -7.365 4.576 -1.808
N -6.066 3.925 -1.470
C -3.364 1.957 -1.611
S -3.460 2.853 -3.295
H 1.904 0.791 0.827
H -3.006 -0.213 2.401
H -5.486 0.989 1.573
H -7.327 0.484 -0.157
H -9.945 1.721 -0.712
H -9.767 4.380 -1.792
H -7.327 5.679 -2.263
H -3.292 4.244 -3.045
C -4.855 -2.595 -3.982
O -4.498 -3.320 -2.816
C -4.693 -4.726 -2.951
C -3.457 -5.517 -2.502
O -2.290 -5.363 -3.317
C -1.648 -4.080 -3.296
C -1.038 -3.667 -1.948
O -2.055 -3.373 -0.996
C -1.786 -3.893 0.297
H -5.939 -2.441 -4.006
H -4.368 -1.612 -3.929
H -4.517 -3.089 -4.891
H -4.950 -5.001 -3.982
H -5.537 -4.996 -2.308
H -3.713 -6.581 -2.561
H -3.221 -5.334 -1.456
H -2.317 -3.313 -3.687
H -0.827 -4.157 -4.021
H -0.452 -2.754 -2.090
H -0.369 -4.459 -1.600
H -1.333 -4.889 0.249
H -2.739 -3.985 0.827
H -1.139 -3.205 0.847
C -0.126 -2.602 8.948
O -0.503 -3.516 7.931
C -1.869 -3.916 8.018
C -2.583 -3.799 6.664
O -2.761 -2.468 6.169
C -1.579 -1.763 5.762
C -0.836 -2.357 4.556
O -0.202 -3.585 4.900
C -0.339 -4.589 3.907
H 0.094 -3.145 9.873
H 0.790 -2.093 8.620
H -0.888 -1.844 9.120
H -2.414 -3.334 8.772
H -1.875 -4.966 8.331
H -3.596 -4.198 6.797
H -2.120 -4.432 5.910
H -0.913 -1.616 6.613
H -1.925 -0.762 5.477
H -0.050 -1.661 4.247
H -1.538 -2.479 3.727
H -1.336 -4.580 3.454
H -0.201 -5.561 4.391
H 0.430 -4.462 3.141
C 10.436 1.284 -1.459
O 9.043 1.545 -1.517
C 8.621 2.535 -0.581
C 7.745 3.606 -1.244
O 8.405 4.449 -2.195
C 8.827 3.837 -3.422
C 7.698 3.319 -4.326
O 7.076 2.170 -3.758
C 5.662 2.181 -3.869
H 10.651 0.595 -0.635
H 10.727 0.798 -2.400
H 11.020 2.197 -1.358
H 9.476 3.015 -0.087
H 8.031 2.021 0.185
H 7.399 4.279 -0.451
H 6.842 3.177 -1.673
H 9.572 3.066 -3.226
H 9.354 4.628 -3.971
H 8.125 3.016 -5.287
H 6.981 4.126 -4.502
H 5.247 3.181 -3.705
H 5.259 1.522 -3.093
H 5.363 1.799 -4.849